The following is a quantum chemistry calculation of a single CH5PS3 molecule, from the Open Molecules 2025 dataset.

Results
largest force on an atom = 3.96 eV/Å
spin multiplicity = 1
orbital gap = 9.20 eV
SMILES = CSP(S)S
LUMO energy = 0.39 eV
energy above the lowest of the compared OMol25 structures with the same formula, charge and spin = 16.7 kcal/mol
HOMO energy = -8.8 eV

```
10
Properties=species:S:1:pos:R:3:forces:R:3:lowdin_charge:R:1
C 1.540 -1.348 -0.918 3.4947 0.2821 1.8370 -0.525
P -0.505 0.830 0.130 0.6975 -2.0347 -0.0306 -0.003
S -0.257 2.141 1.758 -0.7503 0.1579 -0.6256 0.248
S -2.462 -0.067 0.628 1.1069 -0.3029 0.0439 0.245
S 0.925 -0.847 0.676 -1.4884 1.6965 0.7545 0.400
H 2.270 -2.173 -0.600 -1.4875 0.5436 -0.9793 0.059
H 2.204 -0.607 -1.370 -0.2801 0.1679 0.0589 0.032
H 0.741 -1.534 -1.526 -1.6311 -1.2882 -1.7715 -0.017
H -1.371 2.618 1.098 0.6298 0.4232 0.9801 -0.198
H -3.085 0.987 0.125 -0.2915 0.3546 -0.2676 -0.241
```
Positions in Å, forces in eV/Å.

---

The following is a quantum chemistry calculation of a single C6H7 molecule, from the Open Molecules 2025 dataset.

Results
largest force on an atom = 3.09 eV/Å
spin multiplicity = 2
orbital gap (alpha / beta) = 8.50 / 8.19 eV
LUMO energy (alpha / beta) = 1.15 / -0.53 eV
energy above the lowest of the compared OMol25 structures with the same formula, charge and spin = 16.3 kcal/mol
HOMO energy (alpha / beta) = -7.4 / -8.7 eV

```
13
Properties=species:S:1:pos:R:3:forces:R:3:lowdin_spin:R:1
C 0.498 -1.585 0.343 0.3329 2.7577 0.2148 0.362
C -0.457 -0.821 1.142 -0.5185 0.5084 -0.4517 -0.005
C -0.811 0.509 0.881 0.1208 -0.7428 1.0236 0.236
C -0.078 1.447 -0.059 -1.8386 -2.1372 -1.2625 0.085
C 0.511 0.499 -1.087 0.9809 -0.7697 -0.2935 0.239
C 0.880 -0.833 -0.847 -0.6035 0.5234 -0.3739 -0.006
H 0.450 2.349 0.289 0.3564 -0.7252 0.2530 0.030
H 1.023 -2.492 0.701 -0.7855 0.5415 -0.5279 0.019
H -1.091 -1.344 1.871 0.3952 0.1354 -0.2741 -0.004
H -1.787 0.898 1.236 0.8939 -0.3871 0.3939 0.012
H -0.923 1.860 -0.630 0.0812 0.5330 0.0562 0.024
H 0.472 0.880 -2.130 0.7009 -0.4015 0.7343 0.012
H 1.312 -1.366 -1.708 -0.1160 0.1641 0.5078 -0.004
```
Positions in Å, forces in eV/Å.

---

The following is a quantum chemistry calculation of a single C3H5NO molecule, from the Open Molecules 2025 dataset.

Results
largest force on an atom = 1.13 eV/Å
spin multiplicity = 1
orbital gap = 11.71 eV
SMILES = N#CCCO
LUMO energy = 0.65 eV
energy above the lowest of the compared OMol25 structures with the same formula, charge and spin = 14.7 kcal/mol
HOMO energy = -11.1 eV

```
10
Properties=species:S:1:pos:R:3:forces:R:3:lowdin_charge:R:1
O 0.349 1.266 -1.387 -0.1064 0.2222 0.0032 -0.061
C 0.648 0.449 -0.279 0.1641 -0.1862 0.2703 -0.264
C -0.418 -0.656 -0.085 -0.0261 -0.0140 -0.0680 -0.154
C -0.578 -1.021 1.325 -0.0992 -0.1935 0.9600 -0.235
N -0.698 -1.259 2.451 0.1410 0.2005 -1.1031 0.137
H -0.122 2.045 -1.069 0.0312 -0.1310 -0.1589 0.093
H 1.620 -0.013 -0.473 -0.1136 0.0428 0.0685 0.122
H 0.742 1.037 0.642 -0.0435 -0.0732 -0.1421 0.121
H -0.163 -1.552 -0.660 -0.0602 0.1456 0.0732 0.120
H -1.380 -0.295 -0.464 0.1127 -0.0132 0.0970 0.122
```
Positions in Å, forces in eV/Å.

---

The following is a quantum chemistry calculation of C24H31IN3O4RuS4 as an isolated structure, from the Open Molecules 2025 dataset.

Results
largest force on an atom = 3.94 eV/Å
spin multiplicity = 2
orbital gap (alpha / beta) = 5.54 / 6.10 eV
LUMO energy (alpha / beta) = -7.72 / -7.17 eV
total charge = +2
energy above the lowest of the compared OMol25 structures with the same formula, charge and spin = 23.9 kcal/mol
HOMO energy (alpha / beta) = -13.3 / -13.3 eV

```
68
Properties=species:S:1:pos:R:3:forces:R:3:lowdin_spin:R:1
Ru -0.408 -0.177 0.008 -3.8887 -0.3396 0.5102 1.109
C 0.451 -2.210 -3.335 0.1199 0.1720 0.5608 -0.001
C -0.586 -1.225 -3.846 -0.4532 0.1448 0.3916 0.002
S -1.865 -0.761 -2.617 0.3510 -0.1646 -0.0060 0.042
C -2.735 -2.378 -2.460 0.1992 0.4327 -0.0740 0.004
C -3.069 -2.782 -1.040 0.3498 0.2513 0.2399 0.000
S -1.712 -2.706 0.185 0.7708 1.0627 -0.2111 -0.011
C -0.430 -3.819 -0.524 -0.2235 0.2662 0.2281 -0.001
C 0.942 -3.182 -0.644 0.1238 0.2371 -0.2985 0.000
S 1.118 -1.688 -1.697 0.0813 -0.4460 -0.3095 -0.021
H 1.293 -2.244 -4.028 -0.0413 -0.0530 0.0728 -0.001
H 0.053 -3.215 -3.245 -0.0446 -0.0961 0.0017 0.000
H -1.103 -1.623 -4.720 0.0875 0.0526 -0.0297 0.001
H -0.119 -0.282 -4.129 -0.0364 0.0239 -0.0447 0.000
H -2.116 -3.124 -2.953 -0.0208 -0.0391 -0.0307 0.000
H -3.664 -2.278 -3.024 0.0611 -0.1145 0.0116 0.001
H -3.451 -3.805 -1.026 -0.0343 0.0821 0.0771 0.000
H -3.821 -2.119 -0.611 -0.0526 -0.0444 0.0437 0.000
H -0.806 -4.197 -1.472 0.0407 -0.0764 -0.0267 0.000
H -0.342 -4.651 0.177 -0.0773 -0.0674 -0.1471 0.000
H 1.653 -3.921 -1.020 -0.0258 -0.0080 0.1829 -0.001
H 1.275 -2.819 0.335 0.1003 -0.1806 -0.1200 0.001
I -0.023 -0.589 2.801 -0.9405 0.6212 -1.0001 -0.021
C -2.080 -0.053 3.199 0.1844 -0.2722 0.6820 -0.001
C -2.526 -0.165 4.499 0.7770 -0.1050 -0.7997 0.001
C -3.824 0.239 4.814 -0.6864 0.3899 -0.3416 -0.001
C -4.636 0.771 3.838 0.3847 -0.3018 0.5028 -0.001
C -4.197 0.864 2.502 0.2676 -0.0137 -0.2888 -0.004
C -5.038 1.395 1.502 0.1152 0.0372 -0.6080 0.005
C -4.624 1.461 0.192 -0.4384 0.0014 0.8156 -0.005
C -3.358 0.984 -0.163 1.1893 -0.4093 -0.0394 -0.011
C -2.486 0.470 0.780 1.1037 -0.1148 -0.9895 -0.113
C -2.882 0.421 2.139 0.4176 -0.2962 0.2018 -0.014
H -1.886 -0.557 5.275 0.0902 -0.0031 0.0605 0.000
H -4.168 0.149 5.832 -0.0532 0.0121 0.0704 0.000
H -5.631 1.118 4.081 -0.0339 -0.0089 0.0117 0.000
H -6.016 1.751 1.787 -0.1067 0.0383 0.0109 0.000
H -5.266 1.876 -0.570 -0.0674 0.0274 -0.0488 -0.001
H -3.061 1.048 -1.202 -0.0062 0.0755 0.0941 -0.001
C 5.044 -1.334 1.583 -0.0794 0.1383 0.2049 0.000
C 4.668 -0.743 0.243 -0.2693 0.5055 0.0172 0.000
S 3.459 0.615 0.403 -0.1207 -0.4111 -1.0736 0.000
O 2.120 0.080 0.107 0.6630 0.0595 0.0053 0.000
O 3.547 1.308 1.644 0.6693 0.2213 0.6722 -0.001
C 3.935 1.766 -0.957 -0.1825 -0.5432 0.6243 0.000
C 3.265 3.121 -0.763 0.6800 0.1792 -0.0851 0.000
N 1.892 2.942 -0.353 -0.7883 0.0255 -0.1206 0.003
C 0.923 2.361 -1.098 0.3155 0.4560 -0.1506 0.005
N -0.164 2.127 -0.371 -0.1169 -1.3719 0.0072 0.031
C 0.107 2.564 0.890 0.8234 0.6990 0.7147 0.005
C 1.386 3.057 0.924 -1.4576 -0.5234 -0.1507 -0.001
N 2.066 3.546 2.085 -0.2955 0.0671 -0.1462 0.000
O 1.533 3.278 3.132 -0.1001 -0.0416 0.4483 0.000
O 3.075 4.186 1.928 0.4981 0.3745 0.0381 0.000
C 0.988 2.108 -2.557 0.1258 -0.1120 0.0416 0.001
H 5.851 -2.050 1.446 -0.0366 -0.0351 -0.0294 0.000
H 4.201 -1.838 2.046 -0.0496 -0.0908 0.0967 0.000
H 5.391 -0.550 2.251 0.0325 -0.0209 0.1047 0.000
H 4.215 -1.467 -0.431 -0.0584 0.0734 -0.1271 0.000
H 5.536 -0.291 -0.232 0.0469 0.0180 -0.1171 0.000
H 3.669 1.263 -1.883 0.0218 -0.0479 -0.0923 0.000
H 5.012 1.883 -0.890 0.1517 -0.0451 -0.0745 0.000
H 3.301 3.711 -1.684 0.0281 -0.1393 0.1316 0.000
H 3.786 3.674 0.024 -0.2569 -0.0766 -0.2653 0.000
H -0.631 2.574 1.673 0.0515 -0.1360 0.0740 0.001
H 1.444 2.948 -3.079 0.0060 0.0167 -0.0550 0.000
H -0.031 1.980 -2.919 0.0576 0.0342 -0.0157 0.000
H 1.561 1.207 -2.784 0.0564 -0.0468 -0.0338 0.000
```
Positions in Å, forces in eV/Å.